Entry P
C20H19Cl5N4NaO3S2 as an isolated structure. Source: OMol25; level of theory: ωB97M-V/def2-TZVPD.

```
54
Properties=species:S:1:pos:R:3:lowdin_charge:R:1
Na 0.583 -0.929 -0.912 0.206
Cl -6.477 -2.822 -2.187 0.622
C -4.837 -2.783 -1.635 -0.733
C -4.305 -1.628 -1.068 -0.699
Cl -5.302 -0.218 -0.919 0.657
C -2.993 -1.591 -0.636 -0.577
Cl -2.334 -0.169 0.107 0.784
C -2.098 -2.693 -0.786 -0.515
O -0.880 -2.640 -0.450 -0.158
C -2.698 -3.864 -1.336 -0.607
Cl -1.676 -5.251 -1.480 0.687
C -4.017 -3.904 -1.751 -0.709
Cl -4.663 -5.359 -2.426 0.647
C 4.906 0.494 -1.461 -0.021
C 3.478 0.558 -0.947 -0.400
O 2.633 -0.085 -1.547 0.013
C 3.195 1.370 0.250 -0.098
C 4.259 1.982 0.930 -0.060
C 4.087 2.725 2.077 -0.122
C 2.791 2.879 2.582 -0.112
C 1.719 2.305 1.945 -0.047
C 1.858 1.526 0.753 -0.381
O 0.819 1.006 0.217 -0.154
H 4.903 -0.084 -2.381 0.080
H 5.541 -0.005 -0.726 0.085
H 5.317 1.487 -1.648 0.079
H 5.264 1.856 0.549 0.096
H 4.936 3.173 2.577 0.086
H 2.628 3.458 3.485 0.095
H 0.712 2.427 2.329 0.101
S 2.911 -2.465 0.940 0.616
C 1.630 -2.126 1.955 -0.898
N 1.545 -1.061 2.782 0.029
C 0.185 -0.839 3.250 -0.135
C -0.556 -2.093 2.739 -0.137
N 0.491 -2.852 2.060 0.021
H 2.192 -0.299 2.652 0.112
H -0.223 0.082 2.826 0.099
H 0.160 -0.772 4.338 0.106
H -1.336 -1.834 2.026 0.069
H -0.996 -2.666 3.555 0.108
H 0.230 -3.363 1.226 0.103
S -0.774 -0.092 -3.383 0.649
C -1.371 1.304 -2.682 -0.908
N -2.599 1.839 -2.967 0.010
C -3.005 2.763 -1.910 -0.170
C -1.650 3.121 -1.275 -0.146
N -0.772 2.074 -1.772 0.022
H -3.267 1.200 -3.366 0.114
H -3.662 2.266 -1.193 0.070
H -3.514 3.635 -2.318 0.107
H -1.681 3.110 -0.185 0.113
H -1.300 4.105 -1.600 0.110
H 0.013 1.740 -1.204 0.090
```

Values from the calculation:
Total charge ... -1
Orbital gap ... 7.221 eV

Entry Q
C20H19Cl5N4NaO3S2 as an isolated structure. Source: OMol25; level of theory: ωB97M-V/def2-TZVPD.

```
54
Properties=species:S:1:pos:R:3:lowdin_charge:R:1
Na 0.397 0.037 -0.745 0.294
Cl -1.119 -7.421 0.627 0.606
C -0.633 -5.797 0.245 -0.731
C -1.377 -4.705 0.695 -0.708
Cl -2.798 -4.983 1.652 0.636
C -1.003 -3.406 0.393 -0.580
Cl -1.922 -2.043 0.964 0.680
C 0.154 -3.106 -0.396 -0.499
O 0.491 -1.922 -0.676 -0.180
C 0.893 -4.248 -0.830 -0.600
Cl 2.314 -3.934 -1.782 0.665
C 0.508 -5.546 -0.520 -0.703
Cl 1.462 -6.881 -1.096 0.629
C 3.657 1.452 -2.331 -0.009
C 2.177 1.697 -2.087 -0.368
O 1.381 0.831 -2.425 0.032
C 1.761 2.956 -1.423 -0.090
C 2.610 4.072 -1.478 -0.063
C 2.285 5.275 -0.887 -0.119
C 1.074 5.356 -0.175 -0.105
C 0.230 4.275 -0.068 -0.031
C 0.527 3.021 -0.690 -0.359
O -0.260 2.016 -0.549 -0.149
H 3.799 0.390 -2.516 0.085
H 4.265 1.775 -1.485 0.085
H 3.992 2.003 -3.216 0.085
H 3.546 3.992 -2.024 0.102
H 2.946 6.128 -0.964 0.086
H 0.801 6.289 0.309 0.095
H -0.699 4.341 0.491 0.107
S 1.628 -0.230 2.162 0.625
C 0.513 0.616 3.080 -0.894
N 0.195 1.921 2.948 0.030
C -0.919 2.336 3.797 -0.162
C -1.232 1.046 4.593 -0.152
N -0.204 0.121 4.115 0.014
H 0.412 2.369 2.072 0.108
H -1.770 2.648 3.196 0.058
H -0.623 3.149 4.456 0.104
H -2.227 0.670 4.371 0.080
H -1.150 1.204 5.666 0.103
H -0.301 -0.878 4.165 0.125
S -3.364 0.907 1.665 0.576
C -3.501 1.004 -0.010 -0.893
N -2.971 1.964 -0.806 0.018
C -3.154 1.625 -2.228 -0.129
C -3.963 0.309 -2.203 -0.136
N -4.180 0.123 -0.773 0.005
H -2.011 2.253 -0.566 0.079
H -2.179 1.500 -2.700 0.114
H -3.689 2.410 -2.756 0.104
H -3.411 -0.527 -2.630 0.113
H -4.904 0.404 -2.736 0.103
H -4.425 -0.760 -0.361 0.111
```

Values from the calculation:
Total charge ... -1
Orbital gap ... 6.839 eV

Of the structures shown above, entry P is the most stable.